1.
The following is a DFT calculation (ωB97M-V/def2-TZVPD) of 2 unconnected molecules or ions with the total composition C7H18FPSi2 in a non-equilibrium geometry.

Values from the calculation:
Relative energy (zero: lowest compared OMol25 entry of this formula, charge and spin) ... 94.8 kcal/mol
HOMO-LUMO gap (alpha / beta) ... 7.45 / 7.76 eV
HOMO level (alpha / beta) ... -8.58 / -8.62 eV

Last column: Mulliken charge in e.
Element x y z (Å)
C (0.2763, -0.3189, 0.5262)  -0.174
C (-1.7491, 2.1758, 1.4256)  -1.125
C (-2.5426, -0.1899, -0.3219)  -1.228
C (-1.9851, -0.5693, 2.5696)  -1.118
C (3.1082, 0.5539, -0.6590)  -1.168
C (0.5310, 0.5455, -2.4754)  -1.344
C (1.4292, -2.2256, -1.6274)  -1.011
F (3.0753, -0.7458, 1.7291)  -0.225
Si (-1.3440, 0.4504, 1.1069)  0.631
Si (1.3996, -0.4469, -0.9642)  0.620
P (1.6473, -1.0093, 2.4860)  0.292
H (-2.3298, 2.2893, 2.4338)  0.252
H (-0.8739, 2.7859, 1.4503)  0.373
H (-2.3402, 2.6339, 0.6629)  0.375
H (-2.6068, 0.5906, -1.1162)  0.275
H (-2.1094, -1.0450, -0.7112)  0.272
H (-3.4849, -0.2493, 0.1377)  0.438
H (-2.7041, 0.0080, 3.1870)  0.311
H (-2.3308, -1.5653, 2.3836)  0.290
H (-1.0851, -0.5836, 3.2007)  0.286
H (3.1339, 1.3869, -1.5077)  0.298
H (2.9991, 1.1358, 0.2603)  0.294
H (3.7854, -0.2131, -0.5820)  0.395
H (0.9220, 0.1495, -3.4012)  0.405
H (-0.5000, 0.6535, -2.4526)  0.310
H (1.0918, 1.4156, -2.5025)  0.384
H (2.5252, -2.4202, -1.3731)  0.261
H (0.7636, -2.8237, -1.0856)  0.358
H (1.2981, -2.3686, -2.7796)  0.269

***

2.
The following is a DFT calculation (ωB97M-V/def2-TZVPD) of 8 unconnected molecules or ions with the total composition C16H39BCl4F4N2O8 in a non-equilibrium geometry.

Values from the calculation:
HOMO-LUMO gap ... 7.62 eV
HOMO level ... -8.98 eV

Last column: Mulliken charge in e.
Element x y z (Å)
C (6.0103, 2.0055, 6.3152)  -1.083
C (5.5204, 2.4197, 4.8918)  -0.441
N (5.0784, 1.1877, 4.1336)  0.189
C (4.2255, 0.2230, 4.6174)  -0.339
C (4.0571, -0.7880, 3.6632)  -0.393
N (4.9067, -0.4446, 2.6222)  0.128
C (5.4976, 0.7653, 2.8976)  -0.154
C (5.0040, -1.1960, 1.3310)  -0.809
H (6.9754, 1.4994, 6.2912)  0.301
H (5.2545, 1.5338, 6.9433)  0.365
H (6.0328, 2.9098, 6.9233)  0.378
H (6.3382, 2.8546, 4.3173)  0.316
H (4.7071, 3.1422, 4.8237)  0.349
H (3.7979, 0.3351, 5.6027)  0.400
H (3.4893, -1.7064, 3.6390)  0.443
H (5.9845, 1.4536, 2.2227)  0.363
H (5.9188, -1.7884, 1.3143)  0.353
H (5.0302, -0.4819, 0.5079)  0.308
H (4.3167, -2.0274, 1.1752)  0.325
B (-0.8231, -0.1596, -0.0874)  0.690
F (-1.9756, -0.5188, -0.8167)  -0.424
F (0.2839, -1.0180, -0.1893)  -0.402
F (-0.4811, 1.1057, -0.6027)  -0.424
F (-1.1737, -0.0219, 1.2866)  -0.434
C (-5.9278, 0.4479, 2.4803)  -0.326
C (-6.0076, 0.8911, 1.0476)  -0.449
O (-5.0822, 1.8797, 0.6603)  -0.505
O (-4.9628, -0.5448, 2.7204)  -0.501
H (-6.9193, 0.0680, 2.7265)  0.321
H (-5.9205, 1.3333, 3.1160)  0.218
H (-6.9651, 1.3982, 0.9282)  0.284
H (-5.9990, 0.1316, 0.2659)  0.316
H (-4.2021, 1.5096, 0.5604)  0.295
H (-4.0771, -0.3017, 2.4412)  0.338
C (-3.8589, 4.0560, -4.6668)  -0.381
C (-5.3572, 3.6050, -4.4606)  -0.387
O (-5.9929, 4.0397, -3.3449)  -0.513
O (-2.9927, 3.9405, -3.5602)  -0.492
H (-3.9042, 5.1164, -4.9151)  0.288
H (-3.4147, 3.4751, -5.4751)  0.298
H (-5.4146, 2.5220, -4.3521)  0.303
H (-5.8144, 3.8463, -5.4201)  0.288
H (-5.9029, 3.4883, -2.5642)  0.308
H (-2.8340, 3.0055, -3.4113)  0.288
C (-2.5515, -7.5878, 1.0375)  -0.499
C (-2.1044, -6.0978, 0.7921)  -0.272
O (-1.4212, -5.8271, -0.3540)  -0.495
O (-3.3774, -8.0957, 0.0048)  -0.514
H (-3.2911, -7.5912, 1.8382)  0.261
H (-1.8516, -8.3601, 1.3567)  0.318
H (-1.7318, -5.7717, 1.7631)  0.305
H (-3.0142, -5.4982, 0.7668)  0.248
H (-1.6744, -4.9103, -0.4844)  0.346
H (-2.8382, -8.1845, -0.7845)  0.302
C (2.1496, -2.3641, -5.0360)  -0.331
C (0.9953, -2.2884, -6.1518)  -0.377
O (1.4217, -3.0099, -7.3441)  -0.502
O (3.4040, -1.8445, -5.5380)  -0.521
H (2.3156, -3.2933, -4.4909)  0.259
H (1.9020, -1.6688, -4.2339)  0.224
H (0.8637, -1.2380, -6.4113)  0.209
H (0.0446, -2.6621, -5.7715)  0.388
H (0.7360, -3.6758, -7.2556)  0.334
H (3.5484, -2.2876, -6.3773)  0.319
C (-0.3785, 3.9227, 3.7254)  -0.148
Cl (-1.9080, 3.6994, 4.5880)  -0.134
Cl (0.4012, 5.4174, 4.4008)  -0.188
H (0.2694, 3.0618, 3.8903)  0.188
H (-0.4878, 4.0287, 2.6461)  0.283
C (3.1145, 3.2912, -2.9834)  -0.191
Cl (3.0496, 3.3019, -4.7804)  -0.134
Cl (4.6570, 4.0693, -2.4144)  -0.191
H (2.3301, 3.9183, -2.5595)  0.255
H (3.0014, 2.3542, -2.4381)  0.262

***

3.
The following is a DFT calculation (ωB97M-V/def2-TZVPD) of 6 unconnected molecules or ions with the total composition C27H37FNO15 in a non-equilibrium geometry.

Values from the calculation:
HOMO-LUMO gap ... 3.30 eV
HOMO level ... -1.58 eV
Charge ... -1

Last column: Mulliken charge in e.
Element x y z (Å)
F (2.6859, 1.6047, 2.8828)  -0.278
N (1.5836, 2.3400, 2.4913)  -0.476
C (2.1539, 3.1742, 1.3248)  -0.203
C (3.2011, 2.1288, 0.5453)  0.266
C (2.4600, 0.8700, -0.2464)  0.013
C (3.4735, -0.2201, -0.9975)  -0.162
C (5.1300, -0.0429, -0.9602)  -0.506
C (5.7734, 1.2441, -0.1508)  -0.299
C (4.8242, 2.3653, 0.6128)  -0.487
H (2.7803, 4.0482, 1.8301)  0.219
H (1.3249, 3.5998, 0.6170)  -0.054
H (1.2928, 0.7123, -0.2688)  0.186
H (2.9731, -1.1285, -1.5394)  0.124
H (5.8614, -0.8154, -1.4932)  0.254
H (6.9371, 1.3974, -0.0705)  0.214
H (5.2379, 3.2992, 1.2063)  0.233
C (-2.2520, -2.2692, -2.0682)  -1.109
C (-1.0487, -3.0996, -1.6688)  0.579
C (-0.6055, -2.8822, -0.2537)  -0.282
O (0.7680, -3.2236, -0.3136)  -0.241
C (1.1706, -2.9728, -1.5958)  0.738
O (2.3326, -2.9737, -1.9659)  -0.826
O (0.0997, -2.7138, -2.4053)  -0.373
H (-2.4087, -2.3180, -3.1512)  0.376
H (-3.1573, -2.6215, -1.5646)  0.407
H (-2.1050, -1.2120, -1.8214)  0.046
H (-1.2392, -4.1597, -1.8764)  0.257
H (-1.1340, -3.5253, 0.4545)  0.237
H (-0.6878, -1.8407, 0.0762)  0.215
C (-2.6109, 3.9638, 1.7361)  -1.636
C (-2.0541, 3.5561, 0.3867)  0.874
C (-3.0868, 3.4810, -0.6969)  -0.166
O (-2.5118, 2.5487, -1.5952)  -0.376
C (-1.7097, 1.7357, -0.8438)  0.429
O (-1.2004, 0.7045, -1.2493)  -0.579
O (-1.5605, 2.2276, 0.4231)  -0.186
H (-1.8619, 3.8129, 2.5210)  0.458
H (-2.9136, 5.0153, 1.7350)  0.318
H (-3.4776, 3.3521, 2.0098)  0.347
H (-1.2221, 4.2152, 0.1098)  0.135
H (-3.2490, 4.4435, -1.1887)  -0.014
H (-4.0499, 3.0840, -0.3577)  0.331
C (-1.8578, 9.0120, -1.7715)  -1.465
C (-3.1230, 8.1820, -1.6841)  0.489
C (-4.2033, 8.8100, -0.8567)  -0.564
O (-4.9457, 7.6827, -0.4268)  -0.326
C (-4.0692, 6.6340, -0.3976)  0.589
O (-4.3109, 5.5474, 0.1005)  -0.481
O (-2.8846, 6.9669, -0.9936)  -0.249
H (-1.0454, 8.4265, -2.2153)  0.372
H (-2.0174, 9.9092, -2.3770)  0.383
H (-1.5144, 9.3191, -0.7775)  0.350
H (-3.4770, 7.9311, -2.6915)  0.276
H (-4.8328, 9.4905, -1.4358)  0.301
H (-3.8282, 9.3340, 0.0293)  0.309
C (-0.1391, -4.5445, 5.3199)  -1.538
C (-0.6831, -3.9405, 4.0407)  0.735
C (-0.1430, -2.5757, 3.7379)  -0.545
O (-1.1751, -2.0130, 2.9475)  -0.229
C (-2.3335, -2.6275, 3.3343)  0.581
O (-3.4497, -2.2663, 3.0015)  -0.586
O (-2.0752, -3.6948, 4.1488)  -0.370
H (-0.7063, -5.4413, 5.5916)  0.361
H (0.9156, -4.8142, 5.2098)  0.379
H (-0.2346, -3.8481, 6.1603)  0.359
H (-0.5290, -4.6330, 3.2041)  0.224
H (0.7965, -2.6108, 3.1804)  0.314
H (-0.0097, -1.9498, 4.6272)  0.318
C (2.8520, -5.9519, -3.4354)  -1.228
C (2.3269, -6.9590, -2.4318)  0.679
C (3.1544, -7.0608, -1.1864)  -0.434
O (2.8773, -8.3794, -0.7490)  -0.323
C (2.5635, -9.0977, -1.8691)  0.587
O (2.4497, -10.3115, -1.9000)  -0.570
O (2.4018, -8.2765, -2.9502)  -0.375
H (2.3320, -6.0589, -4.3935)  0.327
H (2.7163, -4.9284, -3.0729)  0.239
H (3.9167, -6.1111, -3.6385)  0.371
H (1.2749, -6.7478, -2.2042)  0.169
H (2.8610, -6.3312, -0.4274)  0.250
H (4.2316, -6.9771, -1.3678)  0.317

***

4.
The following is a DFT calculation (ωB97M-V/def2-TZVPD) of a single C3H7BO molecule in a non-equilibrium geometry.

Values from the calculation:
Relative energy (zero: lowest compared OMol25 entry of this formula, charge and spin) ... 59.9 kcal/mol
SMILES string ... B[C@@H](C)C=O
HOMO-LUMO gap ... 9.88 eV
HOMO level ... -9.98 eV

Last column: Mulliken charge in e.
Element x y z (Å)
B (-0.2401, -1.6106, 0.0674)  0.066
C (0.3466, -0.3695, -0.5298)  -0.058
C (-0.4964, 1.0835, 0.2839)  -1.036
C (1.8308, -0.0796, -0.1803)  -0.016
O (2.3508, 0.8175, 0.3846)  -0.431
H (-0.9980, -1.6186, 1.0027)  -0.040
H (-0.1180, -2.6227, -0.4855)  -0.070
H (0.3120, -0.4385, -1.6066)  0.230
H (0.1717, 1.8896, 0.1066)  0.365
H (-1.5326, 1.4694, 0.1919)  0.308
H (-0.2480, 0.8754, 1.2883)  0.370
H (2.4909, -0.7959, -0.7700)  0.311

***

5.
The following is a DFT calculation (ωB97M-V/def2-TZVPD) of a single C5H5N3 molecule in a non-equilibrium geometry.

Values from the calculation:
Relative energy (zero: lowest compared OMol25 entry of this formula, charge and spin) ... 64.3 kcal/mol
SMILES string ... C=Cc1ncncn1
HOMO-LUMO gap ... 8.93 eV
HOMO level ... -9.82 eV

Last column: Mulliken charge in e.
Element x y z (Å)
C (-2.5154, 0.2866, -0.1309)  -0.498
C (-1.6038, -0.6486, 0.0991)  -0.313
C (-0.1032, -0.4058, 0.0477)  0.574
N (0.1846, 1.0181, 0.4240)  -0.392
C (1.4860, 1.2825, -0.0417)  -0.035
N (2.5363, 0.4850, -0.1007)  -0.457
C (2.2480, -0.9719, 0.1083)  0.093
N (0.9409, -1.3897, 0.0385)  -0.501
H (-3.6312, 0.1270, -0.0411)  0.260
H (-2.3447, 1.4500, -0.1613)  0.248
H (-2.0466, -1.7336, 0.0525)  0.248
H (1.7486, 2.2656, -0.2208)  0.467
H (3.1005, -1.7653, -0.0736)  0.306

***

6.
The following is a DFT calculation (ωB97M-V/def2-TZVPD) of a molecular structure, C33H59CdN2O2P2 in a non-equilibrium geometry.

Values from the calculation:
HOMO-LUMO gap ... 5.71 eV
HOMO level ... -8.30 eV
Charge ... +1

Last column: Mulliken charge in e.
Element x y z (Å)
C (1.1925, -2.9456, 0.8502)  -0.613
C (2.1227, -1.0317, 1.8439)  0.052
C (2.0220, -3.7941, 1.5777)  -0.957
C (2.8422, -1.8649, 2.7428)  -1.142
C (2.8079, -3.2414, 2.5905)  -0.681
H (2.0117, -4.8677, 1.3737)  0.480
H (3.4012, -1.3629, 3.5389)  0.469
H (3.4019, -3.8783, 3.2474)  0.400
N (1.2118, -1.6221, 1.0097)  0.817
P (-1.2766, -2.4741, -0.4889)  -0.025
P (1.7786, 1.6379, 0.7328)  0.067
C (0.2543, -3.4940, -0.2286)  -0.823
H (0.8075, -3.5016, -1.1800)  0.571
H (0.0072, -4.5445, -0.0203)  0.376
C (2.3579, 0.3695, 1.8039)  -1.560
H (3.0159, 0.7630, 2.5950)  0.379
C (3.5100, 2.0045, -0.0955)  1.983
C (1.2731, 3.1332, 1.8608)  2.108
C (-1.8244, -2.6820, -2.3044)  2.569
C (-2.4219, -3.2490, 0.7885)  1.763
C (3.1691, 2.6541, -1.4383)  -1.187
H (2.5978, 3.5845, -1.3217)  0.261
H (4.0901, 2.8937, -1.9889)  0.547
H (2.5740, 1.9716, -2.0544)  -0.214
C (4.4123, 2.9049, 0.7483)  -1.905
H (4.0143, 3.9133, 0.9091)  0.369
H (4.6454, 2.4435, 1.7159)  0.345
H (5.3707, 3.0180, 0.2165)  0.510
C (4.2555, 0.6787, -0.3021)  -1.493
H (5.1983, 0.8662, -0.8423)  0.602
H (4.5051, 0.2143, 0.6603)  0.340
H (3.6496, -0.0299, -0.8813)  -0.016
C (1.2205, 4.3940, 0.9821)  -1.534
H (0.5353, 4.2580, 0.1332)  0.051
H (0.8325, 5.2268, 1.5861)  0.536
H (2.1999, 4.6993, 0.5970)  0.223
C (-0.1415, 2.8828, 2.4057)  -1.850
H (-0.8744, 2.7387, 1.6040)  0.005
H (-0.1765, 2.0268, 3.0881)  0.268
H (-0.4505, 3.7728, 2.9774)  0.612
C (2.1912, 3.3364, 3.0683)  -1.816
H (3.2331, 3.5390, 2.8080)  0.255
H (1.8247, 4.2184, 3.6155)  0.546
H (2.1578, 2.4834, 3.7555)  0.332
C (-3.7614, -2.4920, 0.7621)  -1.342
H (-4.4324, -2.9514, 1.5067)  0.516
H (-3.6359, -1.4339, 1.0279)  0.106
H (-4.2593, -2.5523, -0.2156)  0.181
C (-1.7816, -3.0894, 2.1806)  -1.554
H (-0.8703, -3.6952, 2.2785)  0.316
H (-1.5430, -2.0409, 2.4063)  0.126
H (-2.5049, -3.4417, 2.9367)  0.604
C (-2.6562, -4.7441, 0.5329)  -1.574
H (-3.1357, -5.1710, 1.4282)  0.511
H (-3.3320, -4.9241, -0.3105)  0.390
H (-1.7255, -5.2991, 0.3651)  0.186
C (-0.6152, -3.1367, -3.1302)  -1.810
H (-0.3057, -4.1623, -2.8818)  0.335
H (-0.8957, -3.1180, -4.1956)  0.674
H (0.2284, -2.4449, -2.9926)  -0.190
C (-2.2612, -1.2993, -2.8278)  -1.932
H (-1.4264, -0.5845, -2.8001)  0.038
H (-2.5672, -1.4101, -3.8792)  0.642
H (-3.1079, -0.8769, -2.2671)  0.249
C (-2.9679, -3.6808, -2.4896)  -2.019
H (-2.6808, -4.6995, -2.2070)  0.410
H (-3.8878, -3.4000, -1.9633)  0.308
H (-3.2172, -3.7119, -3.5607)  0.530
Cd (-0.3240, -0.0325, -0.0014)  5.704
C (-1.8644, 0.1613, 1.6798)  -0.549
O (-2.6037, 0.5045, 2.4929)  -0.285
N (1.0556, -0.2022, -1.6431)  -0.477
C (1.9712, -0.3464, -2.3587)  -1.451
C (2.7469, -0.4804, -3.6861)  2.414
C (4.2555, -0.4850, -3.4595)  -1.762
C (2.3928, -1.7811, -4.4004)  -1.893
C (2.3697, 0.6782, -4.6075)  -1.596
H (4.6176, 0.4594, -3.0378)  0.235
H (4.5482, -1.3169, -2.8078)  0.436
H (4.7444, -0.6291, -4.4308)  0.531
H (1.3497, -1.7742, -4.7302)  0.398
H (3.0358, -1.8446, -5.2887)  0.540
H (2.5790, -2.6560, -3.7647)  0.371
H (2.9052, 0.5362, -5.5554)  0.446
H (1.2892, 0.6610, -4.8032)  0.335
H (2.6433, 1.6530, -4.1858)  0.375
C (-3.5829, 3.0684, -1.7916)  -0.715
C (-2.3267, 3.7136, -2.3923)  -0.693
C (-1.1975, 2.7326, -2.0777)  -0.002
O (-1.6568, 1.8892, -0.9783)  -0.384
C (-3.0680, 2.1215, -0.7156)  -0.352
H (-4.2746, 3.8005, -1.3796)  0.366
H (-4.1124, 2.4902, -2.5558)  0.297
H (-2.1253, 4.6714, -1.8946)  0.298
H (-2.4181, 3.9004, -3.4625)  0.385
H (-0.9709, 2.0828, -2.9415)  0.124
H (-0.2645, 3.2329, -1.7660)  -0.228
H (-3.1595, 2.5546, 0.2914)  0.287
H (-3.5815, 1.1501, -0.7141)  0.124